--- i ---
DFT (wB97M-V/def2-TZVPD) results for a cluster of 2 separate species, C3H11NOP in total.

Properties
**Net charge**: +1
**Kohn-Sham gap (alpha / beta)**: 6.82 / 9.23 eV
**HOMO level (alpha / beta)**: -12.0 / -12.8 eV

CARTESIAN COORDINATES (ANGSTROEM)
P: 1.020 -1.268 0.957
O: 1.482 -1.577 -0.600
N: -0.976 -0.326 -0.651
C: 1.523 2.850 0.406
C: -0.176 -0.018 0.532
C: -2.105 -1.263 -0.421
H: -2.641 -1.452 -1.350
H: 0.813 3.500 -0.061
H: -1.341 0.544 -1.055
H: 2.103 -2.303 -0.704
H: -2.790 -0.839 0.310
H: 1.585 2.813 1.472
H: 2.229 2.317 -0.195
H: -0.758 0.400 1.343
H: 2.066 -0.424 1.376
H: -1.712 -2.204 -0.037
H: -0.321 -0.750 -1.322

---

--- ii ---
DFT (wB97M-V/def2-TZVPD) results for the ion C3H11NOP with charge +1.

Properties
**Net charge**: +1
**Kohn-Sham gap**: 10.50 eV
**Structure (SMILES)**: C[NH2+][C@](C)(O)P
**HOMO level**: -13.7 eV

CARTESIAN COORDINATES (ANGSTROEM)
P: -1.334 1.016 -1.021
O: 1.212 1.392 -0.284
N: 0.226 -0.187 1.065
C: 0.807 -0.881 -1.070
C: 0.309 0.283 -0.351
C: -1.129 -0.612 1.436
H: 0.457 0.555 1.619
H: -1.038 2.271 -0.378
H: 0.309 -1.083 -2.036
H: 0.498 -1.790 -0.597
H: 1.912 -0.873 -1.042
H: -1.059 -1.245 2.340
H: -1.746 0.195 1.778
H: 0.979 -0.777 1.357
H: 1.787 1.480 -1.072
H: -1.463 -1.072 0.484
H: -0.729 1.326 -2.226

---

Energy relative to the most stable one, in kcal/mol: i 48.7; ii 0.0

---

--- i ---
DFT (wB97M-V/def2-TZVPD) results for a cluster of 3 separate species, CH8N2O2 in total.

Properties
**Net charge**: 0
**Kohn-Sham gap**: 9.60 eV
**Structure (SMILES)**: [H]/N=C/N.O.O
**HOMO level**: -8.9 eV

CARTESIAN COORDINATES (ANGSTROEM)
O: -0.565 2.276 -0.941
O: -1.121 0.634 1.701
N: 1.798 -1.128 0.018
N: -0.364 -0.972 -0.944
C: 0.448 -1.382 -0.024
H: -0.433 0.892 1.085
H: -1.493 1.453 2.064
H: -0.057 -1.919 0.797
H: 0.265 1.875 -0.730
H: 2.282 -1.360 -0.831
H: -1.054 1.656 -1.465
H: 2.205 -1.522 0.854
H: -0.850 -1.825 -1.235

---

--- ii ---
DFT (wB97M-V/def2-TZVPD) results for a cluster of 2 separate species, CH8N2O2 in total.

Properties
**Net charge**: 0
**Kohn-Sham gap**: 9.65 eV
**Structure (SMILES)**: CNO.NO
**HOMO level**: -8.7 eV

CARTESIAN COORDINATES (ANGSTROEM)
O: -0.909 1.702 -0.238
O: 2.560 -0.807 -0.491
N: -0.923 0.453 0.447
N: 1.805 0.059 0.384
C: -1.547 -0.620 -0.301
H: -2.614 -0.412 -0.398
H: -1.395 -1.539 0.263
H: 0.948 0.475 -0.216
H: 2.537 -1.676 -0.069
H: -1.678 2.187 0.093
H: 2.466 0.734 0.766
H: -0.133 0.192 1.058
H: -1.117 -0.749 -1.298

---

Energy relative to the most stable one, in kcal/mol: i 0.0; ii 71.7

---

--- i ---
DFT (wB97M-V/def2-TZVPD) results for a cluster of 3 separate species, C5H13NO2 in total.

Properties
**Net charge**: +1
**Multiplicity**: 2
**Kohn-Sham gap (alpha / beta)**: 6.74 / 6.33 eV
**HOMO level (alpha / beta)**: -13.3 / -13.3 eV

CARTESIAN COORDINATES (ANGSTROEM)
O: -2.698 0.617 0.501
O: -1.840 0.332 -1.946
N: -1.025 -1.578 0.729
C: 2.458 0.488 -0.464
C: 1.727 0.920 0.653
C: 0.137 -0.980 1.298
C: 1.934 -0.352 -1.390
C: 0.349 0.596 0.903
H: -0.225 0.821 0.001
H: -3.376 1.306 0.660
H: -0.953 -1.609 -0.280
H: 2.335 1.499 1.344
H: 0.856 -0.488 -1.438
H: -0.075 1.225 1.690
H: -2.494 0.349 -2.651
H: 0.964 -1.409 0.740
H: 2.533 -0.970 -2.051
H: 3.464 0.886 -0.526
H: 0.132 -1.100 2.374
H: -2.347 0.497 -1.123
H: -1.856 -1.049 0.976

---

--- ii ---
DFT (wB97M-V/def2-TZVPD) results for a cluster of 2 separate species, C5H13NO2 in total.

Properties
**Net charge**: +1
**Multiplicity**: 2
**Kohn-Sham gap (alpha / beta)**: 11.53 / 6.09 eV
**HOMO level (alpha / beta)**: -14.7 / -14.7 eV

CARTESIAN COORDINATES (ANGSTROEM)
O: 0.252 -3.887 0.820
O: -0.369 2.773 0.201
N: -0.543 0.539 0.104
C: 1.388 -0.942 0.294
C: -1.067 1.812 0.388
C: 0.846 0.438 -0.227
C: 1.118 0.593 -1.776
C: -2.562 1.901 0.769
H: 0.563 -1.485 0.699
H: 1.936 1.295 -1.906
H: 2.118 -0.754 1.080
H: -0.033 -4.698 1.266
H: 1.394 1.282 0.176
H: 0.222 0.956 -2.271
H: 1.487 -0.336 -2.188
H: -3.095 0.964 0.943
H: 1.154 -3.940 0.500
H: 1.918 -1.355 -0.555
H: -1.050 -0.337 -0.023
H: -2.779 2.523 1.639
H: -2.898 2.659 0.064

---

Energy relative to the most stable one, in kcal/mol: i 62.7; ii 0.0

---

--- i ---
DFT (wB97M-V/def2-TZVPD) results for an isolated molecule of CHN5O2.

Properties
**Net charge**: 0
**Kohn-Sham gap**: 10.22 eV
**Structure (SMILES)**: O=[N+]([O-])c1nnn[nH]1
**HOMO level**: -11.9 eV

CARTESIAN COORDINATES (ANGSTROEM)
O: 1.846 1.134 -0.007
O: 2.027 -1.075 -0.001
N: -0.766 -1.151 0.018
N: -0.808 0.984 -0.003
N: 1.395 -0.023 0.003
N: -2.065 -0.684 -0.012
N: -2.076 0.585 -0.003
C: -0.030 -0.067 -0.009
H: -0.564 1.949 0.089

---

--- ii ---
DFT (wB97M-V/def2-TZVPD) results for a cluster of 2 separate species, CHN5O2 in total.

Properties
**Net charge**: 0
**Kohn-Sham gap**: 8.95 eV
**HOMO level**: -10.1 eV

CARTESIAN COORDINATES (ANGSTROEM)
O: 1.580 2.757 -1.828
O: 0.273 4.495 -2.308
N: -1.271 -0.388 0.178
N: -0.714 0.666 0.136
N: 2.721 1.448 -0.103
N: -0.077 1.517 -0.161
N: 0.932 4.038 -1.468
C: 2.175 2.148 -0.855
H: -1.837 -0.870 0.981

---

Energy relative to the most stable one, in kcal/mol: i 0.0; ii 43.2

---

--- i ---
DFT (wB97M-V/def2-TZVPD) results for an isolated molecule of C17H19N3O2S.

Properties
**Net charge**: 0
**Kohn-Sham gap**: 9.02 eV
**Structure (SMILES)**: CN1C(=O)C[C@H](N2CCC(c3nc4ccccc4s3)CC2)C1=O
**HOMO level**: -8.4 eV

CARTESIAN COORDINATES (ANGSTROEM)
S: 2.697 0.999 -0.969
O: -0.032 -0.865 -1.441
O: -3.804 -2.554 0.401
N: -1.619 1.573 -0.298
N: -1.886 -1.928 -0.672
N: 1.325 0.426 1.142
C: -1.622 2.553 0.769
C: -2.970 -1.723 0.155
C: 1.996 -1.900 1.552
C: 0.871 2.708 0.333
C: -0.803 2.015 -1.422
C: 2.042 -0.699 0.852
C: -1.649 -3.168 -1.372
C: -1.027 -0.858 -0.758
C: 2.868 -0.586 -0.286
C: 0.277 3.040 -1.041
C: -2.883 -0.306 0.664
C: 3.643 -1.645 -0.721
C: -1.511 0.212 0.204
C: 3.584 -2.828 -0.011
C: 2.768 -2.954 1.112
C: -0.236 2.791 1.399
C: 1.528 1.369 0.303
H: -0.145 4.045 -0.998
H: 4.176 -3.671 -0.334
H: -0.790 0.154 1.040
H: 4.268 -1.547 -1.595
H: -0.035 2.054 2.176
H: -0.329 1.157 -1.895
H: -1.871 -3.052 -2.434
H: -3.679 0.284 0.205
H: 1.655 3.441 0.560
H: 1.059 3.037 -1.802
H: 1.359 -1.987 2.418
H: -3.028 -0.285 1.743
H: -2.302 -3.925 -0.941
H: -0.228 3.778 1.863
H: -1.997 3.484 0.336
H: -2.331 2.237 1.537
H: 2.740 -3.894 1.643
H: -1.477 2.470 -2.160
H: -0.603 -3.450 -1.257

---

--- ii ---
DFT (wB97M-V/def2-TZVPD) results for an isolated molecule of C17H19N3O2S.

Properties
**Net charge**: 0
**Kohn-Sham gap**: 8.93 eV
**Structure (SMILES)**: CCCn1c(C)cc(C(=O)COc2ncnc3sccc23)c1C
**HOMO level**: -8.2 eV

CARTESIAN COORDINATES (ANGSTROEM)
S: 2.482 1.632 6.973
O: 1.459 -1.269 3.190
O: -0.796 -0.011 1.981
N: 2.442 0.749 2.621
N: -1.099 -0.470 -2.386
N: 3.056 2.268 4.333
C: 0.193 -0.974 -2.487
C: 0.710 -1.063 -1.237
C: -1.946 1.135 -4.096
C: -0.261 -0.573 -0.275
C: 2.970 1.902 3.057
C: 2.572 1.406 5.235
C: 1.915 -0.052 3.536
C: 1.650 0.084 7.162
C: 2.005 0.221 4.854
C: 1.152 -1.478 1.798
C: -0.034 -0.626 1.223
C: -2.626 0.423 -0.466
C: -2.733 1.226 -5.418
C: -1.352 -0.184 -1.004
C: -2.017 -0.309 -3.538
C: 1.482 -0.538 5.977
C: 0.887 -1.474 -3.736
H: 0.189 -2.165 -4.199
H: -2.933 2.310 -5.610
H: -0.910 1.354 -4.309
H: 1.119 -0.629 -4.417
H: -2.190 0.791 -6.259
H: 1.020 -1.504 5.844
H: -1.661 -0.959 -4.348
H: -2.589 1.538 -0.498
H: 1.800 -1.952 -3.475
H: -2.315 1.849 -3.364
H: 0.861 -2.543 1.732
H: 3.439 2.545 2.322
H: 2.057 -1.316 1.225
H: 1.703 -1.427 -1.002
H: -2.797 0.122 0.579
H: 1.333 -0.327 8.140
H: -3.050 -0.620 -3.254
H: -3.698 0.765 -5.341
H: -3.485 0.145 -1.061

---

Energy relative to the most stable one, in kcal/mol: i 0.0; ii 39.9

---

--- i ---
DFT (wB97M-V/def2-TZVPD) results for the ion C2H7NO3P with charge -1.

Properties
**Net charge**: -1
**Kohn-Sham gap**: 8.59 eV
**Structure (SMILES)**: C[C@H](O)[P@@](N)(=O)[O-]
**HOMO level**: -4.4 eV

CARTESIAN COORDINATES (ANGSTROEM)
P: 1.289 0.096 0.052
O: 1.663 -0.115 1.399
O: 2.285 -0.218 -1.004
O: -0.356 -2.210 0.347
N: 0.812 1.741 -0.159
C: -0.360 -0.920 -0.253
C: -1.647 -0.057 0.186
H: -1.507 0.828 -0.353
H: 0.465 2.112 -1.040
H: 0.335 -2.248 1.043
H: 1.639 2.295 0.061
H: -0.407 -0.993 -1.375
H: -2.548 -0.526 -0.161
H: -1.663 0.214 1.256

---

--- ii ---
DFT (wB97M-V/def2-TZVPD) results for a cluster of 2 separate species, C2H7NO3P in total.

Properties
**Net charge**: -1
**Kohn-Sham gap**: 8.46 eV
**HOMO level**: -4.8 eV

CARTESIAN COORDINATES (ANGSTROEM)
P: 1.084 -0.951 -0.109
O: 4.262 2.177 -2.164
O: 2.349 -0.089 -0.346
O: 1.151 -1.684 1.221
N: 4.530 0.991 -1.899
C: -0.380 0.068 -0.141
C: -0.466 0.823 -1.528
H: -1.191 -0.771 0.003
H: 0.322 0.425 -2.078
H: -1.292 0.820 -2.240
H: 3.769 0.638 -1.163
H: 0.742 -1.837 -1.186
H: -0.204 1.838 -1.247
H: -0.190 0.654 0.785

---

--- iii ---
DFT (wB97M-V/def2-TZVPD) results for the ion C2H7NO3P with charge -1.

Properties
**Net charge**: -1
**Kohn-Sham gap**: 7.99 eV
**Structure (SMILES)**: C[C@H]([O-])[P@](N)(=O)O
**HOMO level**: -3.9 eV

CARTESIAN COORDINATES (ANGSTROEM)
P: -1.544 -0.196 -0.211
O: -3.313 0.844 0.076
O: 0.401 1.707 -0.047
O: -1.947 -1.560 -0.584
N: -1.050 -0.185 1.419
C: 0.120 0.923 -0.905
C: 1.059 -0.394 -1.172
H: 0.789 -1.381 -0.652
H: 2.077 -0.078 -1.109
H: -0.106 1.277 -2.033
H: -3.074 1.416 0.725
H: -0.656 -1.129 1.589
H: -0.338 0.478 1.435
H: 1.086 -0.530 -2.282

---

Energy relative to the most stable one, in kcal/mol: i 0.0; ii 77.4; iii 60.7

---

--- i ---
DFT (wB97M-V/def2-TZVPD) results for a cluster of 2 separate species, C2HN3O3 in total.

Properties
**Net charge**: 0
**Kohn-Sham gap**: 9.40 eV
**Structure (SMILES)**: O=C=NC(=O)O.N#N
**HOMO level**: -10.9 eV

CARTESIAN COORDINATES (ANGSTROEM)
O: -1.931 -1.585 -0.510
O: -0.474 2.857 -0.033
O: 0.256 -0.747 1.079
N: 3.983 -0.040 -0.450
N: 2.567 0.019 0.121
N: -1.391 0.754 -0.119
C: -0.934 -0.576 0.097
C: -0.807 1.779 0.124
H: -1.269 -2.462 -0.309

---

--- ii ---
DFT (wB97M-V/def2-TZVPD) results for an isolated molecule of C2HN3O3.

Properties
**Net charge**: 0
**Kohn-Sham gap**: 8.46 eV
**Structure (SMILES)**: O=c1nnc(O)no1
**HOMO level**: -10.7 eV

CARTESIAN COORDINATES (ANGSTROEM)
O: -2.508 0.065 0.158
O: 2.522 -0.150 0.273
O: 0.602 -1.099 -0.327
N: -0.811 -1.069 -0.031
N: -0.473 1.239 -0.239
N: 0.716 1.236 -0.003
C: -1.127 0.113 0.003
C: 1.389 -0.017 0.041
H: -2.524 -0.939 0.809

---

Energy relative to the most stable one, in kcal/mol: i 86.3; ii 0.0

---

--- i ---
DFT (wB97M-V/def2-TZVPD) results for a cluster of 2 separate species, C4H10O in total.

Properties
**Net charge**: +1
**Multiplicity**: 2
**Kohn-Sham gap (alpha / beta)**: 8.19 / 4.70 eV
**HOMO level (alpha / beta)**: -13.5 / -13.5 eV

CARTESIAN COORDINATES (ANGSTROEM)
O: 1.432 -1.856 0.128
C: 1.283 -2.531 -1.986
C: -0.522 2.198 1.093
C: 1.516 -2.894 -0.658
C: -1.993 2.244 0.658
H: -0.254 3.079 1.662
H: -0.232 1.206 1.460
H: 1.062 -1.515 -2.287
H: -2.515 1.325 0.860
H: 1.376 -3.212 -2.823
H: 1.687 -3.847 -0.174
H: 0.193 2.155 0.250
H: -2.097 2.656 -0.354
H: -2.452 3.125 1.122
H: 1.516 -2.134 1.050

---

--- ii ---
DFT (wB97M-V/def2-TZVPD) results for a cluster of 2 separate species, C4H10O in total.

Properties
**Net charge**: +1
**Multiplicity**: 2
**Kohn-Sham gap (alpha / beta)**: 9.19 / 4.96 eV
**HOMO level (alpha / beta)**: -14.2 / -14.2 eV

CARTESIAN COORDINATES (ANGSTROEM)
O: 0.711 -0.815 -1.786
C: 0.456 -0.314 2.373
C: 0.493 0.505 -1.990
C: -1.082 -0.385 2.486
C: -0.605 1.194 -1.655
H: -1.231 0.646 -1.062
H: -0.804 2.215 -1.951
H: 0.784 -1.403 2.659
H: 0.994 0.371 3.061
H: 1.452 -1.222 -2.336
H: 0.742 -0.002 1.330
H: -1.689 -1.210 2.054
H: -1.420 -0.434 3.562
H: -1.449 0.492 2.075
H: 1.369 1.075 -2.388

---

Energy relative to the most stable one, in kcal/mol: i 0.0; ii 8.7